1.
The following is a DFT calculation (ωB97M-V/def2-TZVPD) of C5H8O2 as an isolated structure.

Computed properties:
- energy relative to the best compared isomer or geometry (same formula, charge and spin) (kcal/mol) = 83.3
- frontier orbital gap (eV) = 10.35
- max |F| (eV Å⁻¹) = 0.59
- HOMO level (eV) = -9.931
- E_tot (hartree) = -345.67217

Geometry as XYZ:
```
15
C5H8O2 | the Open Molecules 2025 dataset | ωB97M-V/def2-TZVPD
O -0.161 -0.797 2.768
C -1.076 -0.221 2.229
C 0.876 0.251 -0.183
C 1.192 0.069 -1.475
C 0.181 1.049 -2.050
C -0.234 1.171 -0.560
O -1.143 1.716 0.012
H 0.112 -2.496 1.225
H -1.342 0.821 2.474
H -1.683 -0.702 1.437
H 1.241 -0.148 0.756
H 1.918 -0.575 -1.960
H 0.097 -2.756 0.527
H -0.586 0.654 -2.724
H 0.608 1.963 -2.475
```

***

2.
The following is a DFT calculation (ωB97M-V/def2-TZVPD) of one molecule with the formula C20H36N2O4S.

Computed properties:
- energy relative to the best compared isomer or geometry (same formula, charge and spin) (kcal/mol) = 0.2
- frontier orbital gap (eV) = 9.38
- max |F| (eV Å⁻¹) = 0.68
- HOMO level (eV) = -8.818
- E_tot (hartree) = -1592.43148

Geometry as XYZ:
```
63
C20H36N2O4S | the Open Molecules 2025 dataset | ωB97M-V/def2-TZVPD
C 0.036 -4.001 -1.818
C -0.060 -3.662 -0.335
C 0.816 -2.477 0.087
C 0.766 -2.301 1.604
C 0.385 -1.174 -0.628
N -0.966 -0.794 -0.303
C -1.951 -0.778 -1.229
O -1.819 -1.270 -2.333
C -3.245 -0.125 -0.768
C -3.048 1.382 -0.567
C -4.364 2.036 -0.155
C -4.916 1.407 1.124
C -6.230 2.068 1.532
C -5.104 -0.096 0.913
C -3.791 -0.761 0.513
C 1.303 -0.021 -0.226
O 0.936 0.872 0.513
N 2.550 -0.093 -0.729
C 3.528 0.938 -0.451
C 4.018 0.884 0.999
C 4.784 -0.396 1.292
S 6.222 -0.646 0.197
C 7.325 0.655 0.813
C 2.948 2.325 -0.750
O 3.268 3.329 -0.175
O 2.095 2.274 -1.770
C 1.445 3.493 -2.106
H -0.444 -3.235 -2.420
H -0.470 -4.943 -2.014
H 1.075 -4.102 -2.126
H -1.100 -3.441 -0.086
H 0.247 -4.529 0.254
H 1.850 -2.687 -0.210
H 1.336 -1.430 1.918
H -0.262 -2.178 1.936
H 1.178 -3.178 2.098
H 0.431 -1.321 -1.713
H -1.038 -0.199 0.512
H -3.971 -0.277 -1.573
H -2.297 1.564 0.206
H -2.685 1.829 -1.495
H -4.207 3.106 -0.002
H -5.095 1.918 -0.958
H -4.187 1.557 1.929
H -6.088 3.133 1.695
H -6.978 1.937 0.753
H -6.612 1.627 2.450
H -5.482 -0.553 1.831
H -5.848 -0.258 0.130
H -3.071 -0.647 1.326
H -3.948 -1.830 0.353
H 2.781 -0.810 -1.396
H 4.380 0.783 -1.124
H 4.639 1.762 1.181
H 3.154 0.949 1.662
H 4.154 -1.270 1.130
H 5.147 -0.407 2.320
H 7.463 0.531 1.883
H 6.910 1.633 0.587
H 8.271 0.528 0.298
H 2.181 4.280 -2.281
H 0.871 3.292 -3.007
H 0.786 3.797 -1.291
```

***

3.
The following is a DFT calculation (ωB97M-V/def2-TZVPD) of one molecule with the formula C3H9NO in a non-equilibrium geometry.

Computed properties:
- energy relative to the best compared isomer or geometry (same formula, charge and spin) (kcal/mol) = 34.8
- frontier orbital gap (eV) = 10.13
- max |F| (eV Å⁻¹) = 1.88
- HOMO level (eV) = -9.036
- E_tot (hartree) = -249.65822

Geometry as XYZ:
```
14
C3H9NO | the Open Molecules 2025 dataset | ωB97M-V/def2-TZVPD
C -0.948 0.363 1.536
N -1.096 -0.173 0.163
C 0.126 -0.828 -0.273
C 1.075 0.230 -0.837
O 0.701 0.371 -2.226
H -0.702 -0.501 2.248
H -1.917 0.827 1.895
H -0.188 1.177 1.611
H -1.818 -0.861 0.151
H 0.684 -1.460 0.438
H -0.077 -1.459 -1.130
H 2.142 -0.150 -0.712
H 0.944 1.227 -0.320
H 1.073 1.238 -2.544
```